(1)
2 unconnected molecules or ions with the total composition C22H23F2 in a non-equilibrium geometry, computed with the ωB97M-V functional and the def2-TZVPD basis.

Geometry (Å):
1 C 1.6328 2.9240 0.6969
2 C 0.2098 2.4913 0.7740
3 H 2.2816 -0.3059 -0.4923
4 C -0.2758 1.7553 1.8876
5 C -1.6198 1.4971 2.0666
6 C -2.0908 0.9436 3.3612
7 C -2.5982 1.8667 1.0055
8 C -1.9896 2.2833 -0.2885
9 C -2.8486 2.5581 -1.4675
10 C -0.6316 2.5128 -0.3702
11 H 1.7067 3.9777 1.0402
12 H 2.2796 2.3093 1.3378
13 H 2.0206 2.8693 -0.3295
14 H 0.4305 1.3268 2.6222
15 H -3.1755 1.0069 3.4712
16 H -1.8028 -0.1068 3.5210
17 H -1.6272 1.5043 4.1834
18 H -3.3409 1.0613 0.8522
19 H -3.1699 2.7310 1.3854
20 H -3.9106 2.5773 -1.2147
21 H -2.5790 3.5334 -1.8938
22 H -2.7167 1.8315 -2.2838
23 H -0.2001 2.6726 -1.3756
24 F -1.0361 -3.4955 2.5390
25 C 0.2456 -3.1372 2.1408
26 C 1.2784 -3.3212 3.0448
27 C 2.5671 -2.9192 2.6284
28 C 2.7491 -2.3538 1.3585
29 C 1.6795 -2.0851 0.4756
30 C 2.0418 -1.3230 -0.7910
31 C 1.1549 -1.2455 -2.0261
32 C 1.7960 -0.8772 -3.2295
33 C 1.1030 -0.6407 -4.4257
34 C -0.2921 -0.8486 -4.4915
35 C -0.9066 -1.2902 -3.3321
36 F -2.2796 -1.5088 -3.3724
37 C -0.2220 -1.5155 -2.1227
38 C 0.4167 -2.5704 0.8649
39 H 1.1121 -3.7618 4.0305
40 H 3.4122 -3.0174 3.3317
41 H 3.7735 -2.0795 1.0590
42 H 3.0205 -1.7321 -1.1362
43 H 2.8869 -0.7241 -3.2281
44 H 1.6245 -0.2496 -5.3153
45 H -0.8503 -0.6986 -5.4201
46 H -0.8082 -1.8902 -1.2963
47 H -0.4513 -2.5357 0.2244

Summary:
HOMO level = -11.465 eV
Kohn-Sham gap = 6.2 eV
Largest force on an atom = 2.2 eV/Å
Relative energy (zero: lowest compared OMol25 entry of this formula, charge and spin) = 0.0 kcal/mol
Total energy = -1051.56534 hartree
Charge = +1
LUMO level = -0.19400 hartree

***

(2)
A molecular structure, C19H31HgN2P in a non-equilibrium geometry, computed with the ωB97M-V functional and the def2-TZVPD basis.

Geometry (Å):
1 C 0.3989 2.8674 -2.2220
2 C -0.8990 2.4188 -1.9848
3 C -1.1339 1.1945 -1.3222
4 C -0.0508 0.4911 -0.7988
5 C 1.2513 0.9090 -1.0795
6 C 1.4748 2.0959 -1.7875
7 C -2.5743 0.7700 -1.2048
8 C -2.9306 -0.7172 -1.0393
9 N -1.8088 -1.6655 -1.2127
10 Hg -0.3440 -1.1092 0.5812
11 C 2.4715 0.1328 -0.6283
12 P 2.1023 -1.6282 -0.2233
13 H -1.7552 3.0108 -2.3227
14 H 2.5027 2.3918 -2.0037
15 H 0.5805 3.8079 -2.7493
16 H 2.9081 0.5927 0.2755
17 H 3.2517 0.1133 -1.4071
18 H -3.0323 1.2963 -0.3531
19 H -3.1264 1.1265 -2.0882
20 H -3.3588 -0.8945 -0.0403
21 C 3.5398 -2.1546 0.7705
22 C 2.3016 -2.4589 -1.8353
23 H -3.7117 -0.9720 -1.7816
24 C -1.2590 -1.6173 -2.5907
25 C -2.3502 -3.0259 -0.9514
26 H -0.3786 -1.9776 2.2329
27 H -1.7633 -2.3778 -3.2131
28 H -1.4352 -0.6311 -3.0346
29 H -0.1847 -1.8377 -2.5692
30 H -3.0369 -3.3281 -1.7604
31 H -1.5294 -3.7506 -0.8824
32 H -2.9209 -3.0245 -0.0167
33 H 3.3744 -2.5288 -2.0715
34 H 1.8868 -3.4736 -1.7402
35 H 1.7841 -1.9313 -2.6476
36 H 4.4516 -2.1568 0.1517
37 H 3.6879 -1.5005 1.6432
38 H 3.3488 -3.1763 1.1320
39 H -0.6242 -2.5872 1.6896
40 C 2.3899 1.0959 2.7951
41 C 1.0253 1.6463 2.7387
42 C 0.6509 2.9282 3.2536
43 C -0.7339 3.0244 3.1046
44 C -1.1592 1.7992 2.5011
45 C -2.5670 1.4331 2.2627
46 N -0.0792 0.9998 2.2670
47 H 2.3941 0.0262 2.5607
48 H 2.8049 1.2275 3.8046
49 H 3.0504 1.6337 2.1026
50 H 1.3463 3.6344 3.6790
51 H -1.4094 3.8242 3.3823
52 H -3.1516 1.5713 3.1874
53 H -3.0128 2.0795 1.4936
54 H -2.6575 0.3828 1.9523

Summary:
HOMO level = -5.366 eV
Kohn-Sham gap = 5.4 eV
Largest force on an atom = 2.4 eV/Å
Relative energy (zero: lowest compared OMol25 entry of this formula, charge and spin) = 0.0 kcal/mol
Total energy = -1346.67010 hartree
Charge = 0
LUMO level = 0.00266 hartree

***

(3)
A molecular structure, C21H45BiOP3Se in a non-equilibrium geometry, computed with the ωB97M-V functional and the def2-TZVPD basis.

Geometry (Å):
1 Bi -0.2250 -1.8474 -0.3128
2 P 0.0929 1.9278 1.9285
3 P -2.5894 0.4526 -0.0603
4 P 2.5245 -0.0457 -0.0714
5 H -1.5952 -2.9294 -4.1034
6 C -0.6820 -3.4049 -3.7325
7 C -0.4858 -3.0545 -2.3715
8 H -1.5995 -2.7538 -2.0695
9 C 0.4721 3.5977 1.2638
10 C -1.1834 2.4010 3.1493
11 C 1.5090 1.6725 3.0647
12 C -3.8242 -0.1055 -1.3057
13 C -3.6694 0.2238 1.4036
14 C -2.8716 2.2423 -0.3052
15 C 3.3347 -0.9145 -1.4862
16 C 3.6263 -0.6487 1.2786
17 C 3.3580 1.5846 -0.3477
18 H -0.1538 -4.2345 -4.2450
19 H 0.1552 -3.7920 -1.8477
20 H 0.5766 4.3375 2.0640
21 H -0.3480 3.9025 0.6057
22 H 1.3928 3.5683 0.6720
23 H -0.8209 3.1871 3.8297
24 H -1.4757 1.5250 3.7472
25 H -2.0834 2.7788 2.6446
26 H 1.3795 2.2429 3.9899
27 H 2.4639 1.9416 2.6057
28 H 1.5519 0.6101 3.3242
29 H -4.7229 0.5051 -1.1976
30 H -4.0721 -1.1578 -1.1548
31 H -3.4079 0.0353 -2.3037
32 H -4.6771 0.5663 1.1473
33 H -3.3068 0.7767 2.2722
34 H -3.7071 -0.8374 1.6621
35 H -3.9472 2.4191 -0.3978
36 H -2.3832 2.5784 -1.2256
37 H -2.4993 2.8564 0.5143
38 H 4.3900 -0.6152 -1.5346
39 H 2.8326 -0.6314 -2.4207
40 H 3.2743 -2.0027 -1.3596
41 H 4.6256 -0.8302 0.8643
42 H 3.2266 -1.5822 1.6892
43 H 3.7005 0.0794 2.0940
44 H 4.3970 1.3944 -0.6342
45 H 3.3540 2.2102 0.5477
46 H 2.8753 2.1371 -1.1573
47 C 0.1419 1.0982 -3.8681
48 C -0.5547 0.0098 -4.4345
49 C -0.1968 -0.5506 -5.6460
50 C 0.7021 0.1599 -6.4718
51 C 1.2560 1.3504 -6.0257
52 C 0.9919 1.7782 -4.7231
53 Se -0.0401 1.9454 -2.1588
54 H 0.5786 0.7021 -1.6563
55 H -1.4350 -0.3807 -3.9138
56 H -0.5588 -1.5380 -5.9620
57 H 0.9926 -0.2238 -7.4519
58 H 1.9185 1.9339 -6.6729
59 H 1.4570 2.6679 -4.3334
60 C -0.9857 -2.5115 4.8982
61 C 0.2766 -3.2365 4.4508
62 C 0.7691 -2.4812 3.2329
63 O -0.1814 -1.4841 2.8735
64 C -1.3089 -1.5307 3.7619
65 H -1.8238 -3.1884 5.0613
66 H -0.8289 -1.9352 5.8183
67 H 0.0595 -4.2583 4.1858
68 H 1.0183 -3.2375 5.2329
69 H 1.7376 -1.9676 3.4068
70 H 0.9194 -3.1410 2.3716
71 H -2.1983 -1.8362 3.1776
72 H -1.4888 -0.5111 4.1288

Summary:
HOMO level (alpha / beta) = -16.374 / -16.359 eV
Kohn-Sham gap (alpha / beta) = 5.0 / 3.9 eV
Largest force on an atom = 3.7 eV/Å
Relative energy (zero: lowest compared OMol25 entry of this formula, charge and spin) = 90.0 kcal/mol
Total energy = -4541.27188 hartree
Charge = +3
LUMO level (alpha / beta) = -0.41802 / -0.45692 hartree

***

(4)
2 unconnected molecules or ions with the total composition C4H9N3O4 in a non-equilibrium geometry, computed with the ωB97M-V functional and the def2-TZVPD basis.

Geometry (Å):
1 H -0.8495 0.7348 1.9543
2 N -1.2069 -0.1231 1.4954
3 C -1.4269 0.0374 0.2970
4 O -2.2306 -0.6071 -0.4949
5 C -2.9809 -1.6823 -0.0703
6 N -1.2330 1.5055 -0.3267
7 O -1.7229 1.7251 -1.4011
8 O -0.6369 2.2921 0.3659
9 H -4.1682 -1.6019 -0.3596
10 H -2.8173 -1.6742 1.0530
11 H -2.6751 -2.5970 -0.4701
12 H 1.2175 -0.8822 -1.2077
13 N 0.9800 0.0019 -0.6010
14 C 2.0642 0.4936 -0.1019
15 C 3.3946 -0.1477 -0.3306
16 O 2.0165 1.6046 0.6175
17 H 3.5640 -0.2133 -1.3699
18 H 3.5301 -1.2124 0.1262
19 H 4.1865 0.4657 0.2508
20 H 0.9949 1.8804 0.5738

Summary:
HOMO level = -10.010 eV
Kohn-Sham gap = 9.8 eV
Largest force on an atom = 4.5 eV/Å
Structure (SMILES) = [H]/N=C(/OC)[N+](=O)[O-].[H]/N=C(\C)O
Relative energy (zero: lowest compared OMol25 entry of this formula, charge and spin) = 19.5 kcal/mol
Total energy = -622.88307 hartree
Charge = 0
LUMO level = -0.00653 hartree

***

relative energy (zero: lowest compared OMol25 entry of this formula, charge and spin) of number 4 (C4H9N3O4)?
19.5 kcal/mol

***

Among the records above, which one has the highest relative energy (zero: lowest compared OMol25 entry of this formula, charge and spin)?
C21H45BiOP3Se

***

total energy of number 1 (C22H23F2)?
-1051.56534 hartree